Here is a molecular structure, C17H34N2NbO3PS3 in a non-equilibrium geometry from OMol25. Energies are from ωB97M-V/def2-TZVPD.

The geometry in XYZ format:
```
61
Properties=species:S:1:pos:R:3:forces:R:3
Nb 0.464 -0.139 0.347 -1.90 -1.12 0.21
C -0.480 -1.132 2.305 1.93 1.22 0.30
C -1.423 -1.653 1.408 -2.47 -0.76 -0.50
C -2.708 -1.236 1.885 1.58 -0.13 -0.35
C -2.508 -0.461 3.054 -0.78 0.03 -0.63
C -1.155 -0.321 3.275 0.65 -0.20 0.22
H 0.568 -1.436 2.398 -0.25 -0.35 0.41
H -1.340 -2.419 0.634 0.33 0.18 0.43
H -3.635 -1.476 1.390 -0.14 0.01 0.16
H -3.319 -0.030 3.629 0.20 0.08 0.01
H -0.667 0.298 4.041 -0.30 -0.56 -0.39
C -3.209 1.344 -4.984 -0.09 -0.22 0.67
C -2.836 2.065 -3.688 1.29 -1.21 -0.76
O -1.487 1.486 -3.284 -0.92 -0.67 0.88
P -1.534 0.375 -2.123 0.22 0.39 -0.36
S 0.215 -0.696 -2.058 -0.71 0.42 -0.27
S -1.590 1.169 -0.265 -0.20 0.25 -0.41
O -2.831 -0.492 -2.478 0.81 -0.72 0.10
C -2.975 -2.001 -2.393 0.63 0.92 -0.09
C -2.275 -2.685 -3.570 0.13 0.52 -0.37
H -4.174 1.642 -5.348 -0.59 0.32 -0.06
H -3.250 0.266 -4.821 -0.05 0.10 0.16
H -2.510 1.500 -5.786 0.51 0.36 -0.14
H -3.522 1.874 -2.871 -0.28 0.16 -0.02
H -2.632 3.117 -3.815 -0.09 0.21 0.03
H -4.051 -2.115 -2.386 -0.06 -0.11 -0.13
H -2.577 -2.300 -1.423 0.00 -0.02 -0.05
H -2.466 -2.105 -4.497 -0.06 -0.46 0.46
H -2.597 -3.725 -3.724 -0.21 0.38 0.19
H -1.183 -2.713 -3.447 -0.33 0.12 0.14
C 3.142 0.172 2.956 -0.40 -0.92 0.36
C 3.448 -0.078 1.486 0.29 -0.95 1.07
C 4.921 0.257 1.303 0.22 0.37 -1.38
C 2.411 0.529 0.564 0.93 0.41 0.03
H 3.697 -0.579 3.543 -0.38 0.24 -0.01
H 2.064 0.088 3.163 0.38 0.05 0.18
H 3.507 1.134 3.293 -0.09 0.41 -0.08
H 3.383 -1.180 1.312 0.02 0.64 0.30
H 5.183 1.306 1.487 -0.26 -0.15 0.01
H 5.191 0.039 0.260 0.26 0.15 0.07
H 5.569 -0.361 1.922 -0.19 -0.06 0.16
H 2.769 0.405 -0.473 -0.23 0.37 -0.22
H 2.189 1.580 0.782 0.35 0.30 -0.11
N 3.467 -2.330 -1.406 0.25 0.15 -1.13
C 2.286 -2.902 -1.219 0.21 -0.98 -0.96
N 1.826 -3.829 -2.088 0.09 0.97 1.04
S 1.445 -2.605 0.222 -0.80 0.03 0.84
H 4.024 -2.406 -2.264 -0.49 -0.09 0.55
H 3.689 -1.580 -0.783 0.30 0.19 0.28
H 2.250 -4.004 -2.979 0.14 -0.12 -0.12
H 0.934 -4.241 -1.858 0.12 0.00 -0.19
C -1.619 3.405 2.630 -0.80 0.49 -0.62
C -0.221 2.921 2.657 1.23 -1.11 -0.96
C 0.768 3.758 3.408 0.41 0.54 -0.23
O 0.174 1.882 2.099 -0.40 1.27 0.20
H -1.818 4.034 1.720 0.39 -0.59 0.60
H -1.770 4.075 3.482 -0.28 -0.31 -0.12
H -2.331 2.571 2.600 0.17 0.19 0.10
H 0.273 4.374 4.146 -0.02 0.15 0.18
H 1.338 4.444 2.738 -0.52 -0.52 0.20
H 1.493 3.124 3.891 0.26 -0.25 0.13
```
Positions in Å, forces in eV/Å.

Total charge: +1
Spin multiplicity: 2
<S²>: 0.76
Kohn-Sham gap (alpha / beta) (Eh): 0.236 / 0.252
Energy (Eh): -2596.1183
LUMO (alpha / beta) (hartree): -0.1244 / -0.1124

natural (NBO) atomic charge list, values in e, 6 entries: number 1, Nb, carries 1.09; number 2, C, carries -0.48; number 3, C, carries -0.36; number 4, C, carries -0.22; number 5, C, carries -0.28; number 6, C, carries -0.20